1.
C4H6N5S3 | ωB97M-V with the def2-TZVPD basis set

Geometry as XYZ:
```
18
Properties=species:S:1:pos:R:3:forces:R:3:lowdin_spin:R:1
C 1.420 -1.737 -0.198 -0.60 0.23 0.27 0.3579
C 0.952 -0.450 0.124 1.03 -0.09 -0.03 0.0798
C -2.281 -0.970 -0.049 -5.24 1.12 -2.80 -0.0069
C -0.852 1.181 0.353 -2.58 3.18 0.11 0.0253
N 1.999 0.416 -0.045 0.04 2.16 0.97 0.1507
N 3.182 -0.122 -0.374 0.71 3.36 0.42 0.5611
N -1.264 -1.100 0.737 4.07 1.46 1.54 0.0546
N -0.273 -0.065 0.576 0.94 -3.59 -0.50 0.2561
N -0.109 2.127 -0.423 -0.36 0.65 0.89 0.0022
S -3.411 -2.055 -0.569 1.32 0.40 0.61 0.0974
S 3.106 -1.688 -0.596 -0.84 -3.44 -0.41 0.3563
S -2.542 0.762 -0.383 0.79 -0.76 -0.05 0.0343
H 0.799 -2.593 -0.264 -0.25 -0.73 -0.12 0.0136
H -1.141 1.683 1.286 0.40 -0.54 0.20 0.0145
H -0.894 -1.994 0.927 0.57 -1.17 0.50 0.0007
H -0.314 3.068 -0.045 0.42 -0.75 -0.27 0.0000
H -0.459 2.145 -1.363 0.19 -0.18 -0.72 0.0006
H 2.081 1.395 0.308 -0.60 -1.31 -0.62 0.0018
```
Forces are in eV/Å.

Charge: +1
2S+1: 3
HOMO-LUMO gap (alpha / beta): 6.98 / 4.98 eV
E_LUMO (alpha / beta): -3.9 / -7.7 eV
Expectation value of S²: 2.03
E_HOMO (alpha / beta): -10.9 / -12.7 eV

***

2.
C5H15NO | ωB97M-V with the def2-TZVPD basis set

Geometry as XYZ:
```
22
Properties=species:S:1:pos:R:3:forces:R:3:lowdin_charge:R:1
C 1.862 0.427 1.552 -0.99 -0.58 -0.61 -0.0637
C 0.420 -0.151 1.632 1.25 0.46 -1.04 -0.2642
N -0.208 -0.179 0.306 -0.81 0.67 0.21 -0.2244
C -0.639 1.191 -0.042 0.08 -0.37 -0.12 -0.0939
C -1.415 -1.014 0.384 -0.01 0.11 -0.02 -0.2828
C -2.104 -1.190 -0.961 0.06 -0.72 -0.01 -0.1017
H 2.547 -0.391 1.368 0.30 -0.09 0.24 0.0686
H 1.947 1.048 0.667 0.03 0.43 0.12 0.0518
H 2.098 0.967 2.452 0.35 0.20 0.23 0.0630
H -0.167 0.453 2.334 -0.23 -0.31 0.18 0.1064
H 0.525 -1.182 1.919 -0.32 -0.35 0.63 0.1012
H -0.969 1.711 0.871 -0.09 0.18 -0.29 0.0919
H -1.447 1.166 -0.773 -0.06 -0.06 0.20 0.0727
H 0.137 1.771 -0.540 0.26 0.07 0.36 0.0585
H -2.120 -0.603 1.139 0.15 -0.24 -0.15 0.1232
H -1.101 -2.014 0.702 -0.01 0.22 0.20 0.1124
H -1.337 -1.331 -1.719 0.08 0.32 -0.24 0.0728
H -2.830 -0.435 -1.262 0.21 0.09 0.10 0.0661
H -2.613 -2.152 -0.944 -0.36 0.03 0.03 0.0681
O 1.868 0.598 -2.514 -0.11 0.07 -0.13 -0.0598
H 1.090 0.098 -2.790 0.15 0.07 0.16 0.0319
H 1.525 1.275 -1.920 0.04 -0.18 -0.07 0.0018
```
Forces are in eV/Å.

ΔE to the lowest compared entry with this formula, charge and spin: 27.1 kcal per mole
SMILES: CCN(C)CC.O
HOMO-LUMO gap: 9.92 eV
E_LUMO: 1.0 eV
E_HOMO: -9.0 eV

***

3.
C8H8IO2P | ωB97M-V with the def2-TZVPD basis set

Geometry as XYZ:
```
20
Properties=species:S:1:pos:R:3:forces:R:3:lowdin_charge:R:1
C 1.911 -1.510 -0.059 -0.42 0.14 0.04 -0.2898
P 1.582 0.036 -1.006 0.15 0.18 -0.29 0.9180
C 2.449 1.231 0.083 0.09 -0.29 0.08 -0.3205
C -0.149 0.255 -0.443 0.09 0.18 0.42 -0.3173
C -0.526 0.891 0.673 0.04 -0.15 -0.39 0.0096
C -1.980 1.023 0.974 0.08 -0.07 -0.11 -0.3808
O -2.461 1.983 1.524 0.02 0.00 0.33 0.1203
C -2.816 -0.117 0.499 -0.06 -0.33 -0.19 -0.0568
C -2.446 -0.761 -0.606 -0.15 0.05 0.19 -0.6618
I -3.503 -2.343 -1.429 0.01 0.09 -0.03 0.9396
C -1.224 -0.286 -1.334 -0.10 0.06 0.43 -0.4856
O -1.140 -0.285 -2.530 0.12 -0.24 -0.40 0.0805
H 1.190 -2.258 -0.392 0.20 -0.16 -0.04 0.0370
H 1.744 -1.340 1.007 0.13 -0.06 0.00 0.0408
H 2.926 -1.854 -0.243 0.00 -0.09 0.00 0.0344
H 2.153 2.254 -0.139 0.03 0.03 -0.01 0.0427
H 2.296 1.005 1.140 0.00 0.13 0.02 0.0310
H 3.514 1.113 -0.125 0.00 0.12 0.00 0.0355
H 0.190 1.340 1.350 -0.15 0.21 -0.01 0.1074
H -3.708 -0.377 1.055 -0.06 0.20 -0.04 0.1156
```
Forces are in eV/Å.

SMILES: CP(C)C1=CC(=O)C=C(I)C1=O
HOMO-LUMO gap: 7.83 eV
E_LUMO: -1.3 eV
E_HOMO: -9.1 eV

***

4.
C4H3I3N2 | ωB97M-V with the def2-TZVPD basis set

Geometry as XYZ:
```
12
Properties=species:S:1:pos:R:3:forces:R:3:lowdin_charge:R:1
C 0.117 -1.405 -1.364 -2.25 -1.64 -4.20 -0.0600
N 0.075 -0.352 -0.453 -0.50 0.61 0.59 -0.3085
N -1.159 0.060 -0.172 -1.24 0.94 1.11 -0.0090
C -1.110 0.981 0.829 0.08 -0.11 -0.16 -0.8885
I -3.000 1.646 1.587 1.11 -0.26 -0.46 0.7670
C 0.146 1.322 1.295 1.87 -3.48 -3.23 -0.7567
I 0.837 2.680 2.732 -0.29 -0.88 -0.86 0.7827
C 1.025 0.180 0.238 -0.14 4.93 4.67 -0.6545
I 3.136 0.104 0.342 -1.34 -0.31 -0.40 0.8148
H 0.223 -1.148 -2.484 0.99 0.12 1.87 0.1306
H 0.631 -2.277 -1.052 1.24 -0.36 0.28 0.0790
H -0.921 -1.791 -1.497 0.46 0.43 0.79 0.1030
```
Forces are in eV/Å.

ΔE to the lowest compared entry with this formula, charge and spin: 0.0 kcal per mole
SMILES: Cn1nc(I)c(I)c1I
HOMO-LUMO gap: 8.24 eV
E_LUMO: -0.1 eV
E_HOMO: -8.3 eV

***

5.
C2H6Br3NP | ωB97M-V with the def2-TZVPD basis set

Geometry as XYZ:
```
13
Properties=species:S:1:pos:R:3:forces:R:3:lowdin_charge:R:1
C -0.441 -0.365 -1.405 -0.71 -2.36 1.76 -0.1803
N 0.401 0.141 -0.384 0.07 -0.53 4.12 -0.3172
C 0.335 1.604 -0.059 0.46 -1.29 2.02 -0.0959
P 0.067 -1.047 1.208 0.96 1.87 -0.91 -0.1348
Br 1.701 -0.863 2.650 -0.61 0.18 -0.73 0.4099
Br 0.262 -3.182 0.595 -0.56 1.46 0.33 0.4724
Br -1.724 -0.384 2.363 0.84 -0.76 -0.85 0.4048
H -1.353 0.103 -1.696 -1.06 0.28 0.69 0.1020
H 0.134 -0.375 -2.228 2.16 0.11 -3.33 0.0615
H -0.441 -1.454 -1.127 -1.17 0.80 -1.15 0.0099
H 1.210 1.823 0.612 -0.81 0.01 -0.83 0.0939
H 0.440 2.087 -1.011 0.01 0.44 -0.44 0.0932
H -0.591 1.913 0.482 0.42 -0.19 -0.68 0.0807
```
Forces are in eV/Å.

Charge: +1
ΔE to the lowest compared entry with this formula, charge and spin: 31.0 kcal per mole
SMILES: C[N+](C)=P(Br)(Br)Br
HOMO-LUMO gap: 7.83 eV
E_LUMO: -6.3 eV
E_HOMO: -14.1 eV

***

6.
C4H6N2O2 | ωB97M-V with the def2-TZVPD basis set

Geometry as XYZ:
```
14
Properties=species:S:1:pos:R:3:forces:R:3:lowdin_charge:R:1
C -2.510 -0.114 0.662 0.13 -0.03 -0.13 0.0258
C -1.375 -0.676 0.274 0.31 0.84 -0.38 -0.0868
C -0.092 0.068 -0.056 -1.46 -0.66 1.12 -0.4065
N -0.104 1.384 -0.252 0.17 0.18 -0.20 0.1870
N 0.936 -0.710 -0.017 2.43 0.25 -1.32 0.1313
C 2.214 -0.145 -0.404 -1.19 -0.62 1.18 -0.5491
O 2.503 1.021 -0.557 -0.12 -0.26 -0.22 0.0748
O 3.152 -1.100 -0.492 -0.02 0.11 -0.20 0.1074
H -2.621 0.949 0.810 0.03 0.18 0.01 0.0526
H -3.394 -0.706 0.839 -0.05 -0.12 0.11 0.0581
H -1.293 -1.745 0.146 0.09 -0.02 0.03 0.0979
H -0.951 1.920 -0.181 0.05 -0.10 -0.13 0.1025
H 0.803 1.814 -0.427 -0.23 0.07 0.08 0.0934
H 2.732 -1.960 -0.345 -0.12 0.17 0.05 0.1116
```
Forces are in eV/Å.

ΔE to the lowest compared entry with this formula, charge and spin: 9.2 kcal per mole
SMILES: C=C/C(N)=N/C(=O)O
HOMO-LUMO gap: 10.29 eV
E_LUMO: 0.4 eV
E_HOMO: -9.9 eV

***

7.
C2H4BrOP | ωB97M-V with the def2-TZVPD basis set

Geometry as XYZ:
```
9
Properties=species:S:1:pos:R:3:forces:R:3:lowdin_charge:R:1
C 1.158 0.447 0.063 0.86 1.19 0.31 -0.2360
C -1.290 -0.681 0.288 -1.07 0.58 -1.67 -0.8097
O -0.257 -0.115 -2.267 -0.23 0.19 -0.96 -0.3502
P -0.341 0.139 -0.834 0.16 -1.60 2.13 0.6425
Br -1.490 -0.228 2.089 0.15 0.00 0.25 0.6446
H 0.995 0.148 1.097 0.07 -0.05 -0.10 -0.0023
H 1.433 1.506 0.076 0.05 -0.09 -0.12 0.0518
H 1.990 -0.107 -0.371 -0.13 -0.08 -0.11 0.0606
H -2.198 -1.109 -0.140 0.14 -0.13 0.28 -0.0014
```
Forces are in eV/Å.

ΔE to the lowest compared entry with this formula, charge and spin: 25.1 kcal per mole
HOMO-LUMO gap: 8.39 eV
E_LUMO: -0.5 eV
E_HOMO: -8.9 eV

***

8.
C3H3NO3 | ωB97M-V with the def2-TZVPD basis set

Geometry as XYZ:
```
10
Properties=species:S:1:pos:R:3:forces:R:3:lowdin_charge:R:1
O -1.440 0.115 -1.679 -0.29 -0.04 -0.34 0.1315
C -0.581 -0.235 -0.941 1.48 2.16 2.14 -0.3810
N -0.067 -1.474 -0.652 -0.19 -1.28 -0.42 0.1543
C 0.720 -1.365 0.349 -0.39 0.04 -0.50 -0.1596
O 0.956 -0.185 0.888 0.38 0.45 0.79 0.0497
C 0.249 0.799 0.140 -1.28 -0.99 -2.13 -0.2649
O -0.574 1.567 0.927 0.04 -0.04 0.11 0.0500
H 1.221 -2.209 0.796 0.15 -0.01 0.15 0.1466
H 0.989 1.407 -0.396 -0.06 -0.11 0.23 0.1600
H -1.473 1.578 0.568 0.17 -0.17 -0.03 0.1134
```
Forces are in eV/Å.

ΔE to the lowest compared entry with this formula, charge and spin: 32.8 kcal per mole
SMILES: O=C1N=CO[C@@H]1O
HOMO-LUMO gap: 10.09 eV
E_LUMO: 0.1 eV
E_HOMO: -10.0 eV